(1)
{
  "formula": "C2H5N3O2",
  "method": "ωB97M-V/def2-TZVPD",
  "elements": ["C", "C", "N", "N", "N", "O", "O", "H", "H", "H", "H", "H"],
  "coordinates": [[1.39475, 0.41355, -0.02315], [-2.89387, -0.40971, 0.01203], [2.17842, -0.62601, 0.44947], [-0.96676, 0.88730, -0.34863], [0.11359, 0.23770, -0.04852], [-3.41734, 0.56857, 0.25343], [-2.37392, -1.44814, -0.12546], [1.82218, 1.31648, -0.18169], [1.77839, -1.51158, 0.38061], [3.22191, -0.66444, 0.19384], [-0.76265, 1.89902, -0.72472], [-0.09470, -0.66276, 0.16279]],
  "forces_ev_per_angstrom": [[-1.020, -1.818, 0.427], [1.582, -1.547, 0.128], [3.550, 0.821, 0.074], [-0.534, 3.541, -1.452], [2.301, 2.209, -0.934], [-2.162, 1.528, 0.280], [-0.305, -0.084, -0.180], [1.104, 2.659, -0.585], [-0.600, -1.642, -0.147], [-2.599, 0.364, 0.365], [-0.032, -2.495, 1.088], [-1.285, -3.537, 0.935]],
  "mulliken_charge": [0.0938, 0.8003, -0.4702, -1.0899, 0.4009, -0.3601, -0.4944, 0.3989, 0.2206, 0.2402, 0.1337, 0.1262],
  "de_lowest_kcal_mol": 87.9,
  "e_homo_ev": [-7.03, -7.03],
  "gap_ha": [0.2840, 0.2840],
  "e_tot_ha": -393.8791,
  "lumo_ev": [0.7, 0.7]
}

***

(2)
{
  "formula": "C2H5N3O2",
  "method": "ωB97M-V/def2-TZVPD",
  "elements": ["C", "C", "N", "N", "N", "O", "O", "H", "H", "H", "H", "H"],
  "coordinates": [[0.47186, 0.16498, -0.05883], [-0.76769, -0.63864, 0.19951], [0.07794, 1.53231, 0.15761], [-1.98267, 0.02621, -0.12383], [-1.88758, 1.22789, -0.50749], [-3.13955, -0.48093, -0.13987], [-2.55792, 2.15465, -0.84755], [1.36493, -0.04606, 0.63709], [0.83471, -0.16549, -0.99655], [-0.82702, -1.47006, -0.56544], [-1.07370, -1.11498, 1.06052], [0.38360, 2.33186, -0.40497]],
  "forces_ev_per_angstrom": [[1.428, 0.869, 1.716], [-0.297, -2.663, -2.743], [-3.164, -0.080, -0.221], [-2.766, 3.059, -1.098], [5.355, 1.761, 0.778], [0.333, -1.099, 0.259], [-0.804, -0.886, 0.246], [-1.529, -0.022, -0.479], [0.345, 0.339, -1.463], [0.462, 0.451, 0.853], [0.530, -0.813, 2.646], [0.107, -0.914, -0.493]],
  "mulliken_charge": [-0.1419, -0.5626, -0.5214, 0.7906, 0.2157, -0.6931, -0.5042, 0.2715, 0.2709, 0.2577, 0.3685, 0.2483],
  "de_lowest_kcal_mol": 220.7,
  "e_homo_ev": [-8.90, -8.90],
  "gap_ha": [0.2863, 0.2863],
  "e_tot_ha": -393.6675,
  "lumo_ev": [-1.1, -1.1]
}

***

(3)
{
  "formula": "C2H5N3O2S",
  "method": "ωB97M-V/def2-TZVPD",
  "elements": ["C", "C", "H", "H", "H", "H", "H", "N", "N", "N", "O", "O", "S"],
  "coordinates": [[0.43375, 0.11745, -0.12710], [-2.88392, -0.56976, 0.31430], [2.88172, 1.57293, 0.11263], [0.28141, 1.95456, -0.61580], [-3.40618, 0.43788, 0.56624], [-3.55186, -1.46121, 0.45425], [2.40227, -2.60127, -0.81046], [1.13813, 1.26587, -0.48520], [-1.74345, -0.61345, -0.19884], [0.80738, -1.05719, 0.43062], [2.12361, 1.68142, 0.57051], [-1.01422, 0.56669, -0.20362], [2.53137, -1.29392, -0.00753]],
  "forces_ev_per_angstrom": [[-0.817, -1.653, 2.672], [-2.483, 2.208, 0.437], [4.148, -0.529, -2.457], [2.985, -0.750, 0.612], [1.119, -1.549, -0.017], [1.236, 0.657, -0.580], [-0.037, 2.666, 1.729], [-1.540, 0.968, 0.678], [0.143, -1.634, 0.165], [-0.341, 3.858, -3.354], [-6.060, -0.034, 0.629], [2.550, -1.786, 0.365], [-0.902, -2.422, -0.880]],
  "mulliken_charge": [0.7180, -0.2073, 0.3235, 0.3473, 0.2229, 0.2713, 0.1682, -0.2910, -0.4418, -0.3940, -0.3626, -0.1438, -0.2108],
  "smiles": "C=NO/C(=N/S)NO",
  "de_lowest_kcal_mol": 158.1,
  "e_homo_ev": -8.94,
  "gap_ha": 0.3441,
  "e_tot_ha": -791.9132,
  "lumo_ev": 0.4
}